(1)
Density functional theory data (ωB97M-V with the def2-TZVPD basis set) for an isolated ion of composition C7H14FO4S2 and charge +1.

Its HOMO energy is -13.18 eV. For the lowest unoccupied orbital energy, the calculation gives -4.6 eV. The net charge is +1. For the orbital gap, the calculation gives 8.587 eV.

Each line ends with the Mulliken charge.
Positions of all 28 atoms, in Å:
S: -1.5910 1.5781 -0.3258  0.630
S: 1.2214 -1.9406 0.8752  1.141
F: -2.5592 2.6743 0.2531  -0.200
O: 0.7192 -3.0073 1.9328  -0.481
O: 0.7966 -0.6270 1.2910  -0.564
O: 2.0716 1.3516 -0.7746  -0.323
O: 2.6079 -2.1263 0.6083  -0.624
C: 0.2409 -2.4293 -0.5370  -1.071
C: 0.0223 2.1874 0.1344  -0.992
C: 0.9539 2.0268 -1.0804  0.390
C: -1.9327 -1.1170 -0.0739  -0.676
C: -1.9456 0.1816 0.7314  -0.617
C: 2.2347 2.8745 -1.0673  -0.750
C: -0.6999 -1.3071 -0.9857  -0.105
H: -0.1164 3.2514 0.3394  0.630
H: 0.9788 -2.6223 -1.3139  0.463
H: 1.8800 3.4349 -0.1628  0.181
H: -2.8488 -1.2142 -0.6551  0.368
H: -0.0905 -0.4009 -1.0503  -0.161
H: -2.9427 0.3962 1.1262  0.509
H: -1.9595 -1.9256 0.6591  0.407
H: 1.3740 -3.0691 2.6489  0.392
H: 3.2728 3.0226 -0.7736  0.416
H: -1.0243 -1.5703 -1.9915  0.418
H: -0.3124 -3.3341 -0.2952  0.517
H: -1.2550 0.1635 1.5704  0.321
H: 0.4504 1.6242 0.9626  0.400
H: 0.4536 1.9241 -2.0458  0.381

(2)
Density functional theory data (ωB97M-V with the def2-TZVPD basis set) for C7H14IO7PS as an isolated structure.

Its HOMO energy is -9.51 eV. For the lowest unoccupied orbital energy, the calculation gives -0.1 eV. The value obtained for the energy above the lowest of the compared OMol25 structures with the same formula, charge and spin is 0.0 kcal per mole. For the orbital gap, the calculation gives 9.450 eV.

Each line ends with the Mulliken charge.
Positions of all 31 atoms, in Å:
I: 5.0164 1.8011 1.4722  0.056
S: 0.2488 -1.0797 -1.9781  -0.058
P: 1.3222 1.2898 -0.8712  0.810
O: -5.8543 -0.7583 1.0586  -0.338
O: 0.6934 2.3809 -1.8495  -0.505
O: 1.5956 1.8502 0.4500  -0.599
O: -4.0136 -1.9922 1.2794  -0.364
O: 2.5570 0.6148 -1.5852  -0.207
O: 0.1726 0.1630 -0.8308  -0.138
O: -6.0014 -2.8248 1.9467  -0.524
C: 3.8057 -0.7626 0.4606  -1.188
C: -3.6553 -0.8831 0.4311  0.541
C: 4.5860 0.4080 -0.1298  -0.330
C: -4.7423 0.1051 0.7863  -0.490
C: 3.8590 1.1517 -1.2681  -0.564
C: -2.2459 -0.4187 0.6883  -1.291
C: -5.3546 -1.9497 1.4760  0.641
H: 4.5105 -1.4304 0.9478  0.434
H: 5.5613 0.0933 -0.4784  0.542
H: 3.3068 -1.3347 -0.3199  0.133
H: -4.5113 0.6676 1.6938  0.328
H: -2.1390 -0.0593 1.7134  0.315
H: 1.2338 -1.8154 -1.4380  0.127
H: -4.9846 0.7952 -0.0178  0.310
H: 0.9748 3.2309 -1.4896  0.353
H: 3.0696 -0.3928 1.1667  0.380
H: 3.8342 2.2234 -1.1021  0.414
H: -3.7602 -1.2164 -0.6059  0.252
H: -1.9830 0.3826 0.0079  0.379
H: 4.4431 1.0004 -2.1740  0.321
H: -1.5452 -1.2404 0.5596  0.259

(3)
Density functional theory data (ωB97M-V with the def2-TZVPD basis set) for an isolated ion of composition C7H14N and charge +1.

Its HOMO energy is -15.33 eV. For the lowest unoccupied orbital energy, the calculation gives -3.1 eV. The net charge is +1. The structure (SMILES) is C#C[N@@H+](C)C(C)(C)C. The value obtained for the energy above the lowest of the compared OMol25 structures with the same formula, charge and spin is 72.4 kcal per mole. For the orbital gap, the calculation gives 12.253 eV.

Each line ends with the Mulliken charge.
Positions of all 22 atoms, in Å:
N: 0.7605 -0.7453 -0.1510  -0.015
C: 2.0220 0.0183 -0.2265  -0.779
C: 0.1068 -2.0766 -2.2833  0.367
C: -1.8680 -0.7079 0.1673  -1.500
C: -0.1896 0.6274 1.5810  -1.401
C: -0.4731 1.2108 -0.8731  -1.488
C: 0.5163 -1.4556 -1.3769  -0.786
C: -0.5691 0.1084 0.1913  0.997
H: -1.1517 2.0441 -0.7195  0.435
H: -0.7721 0.7759 -1.8216  0.423
H: 0.8694 -1.3496 0.7107  0.485
H: 2.9271 -0.4410 0.1409  0.294
H: -1.8155 -1.3565 1.0281  0.446
H: 2.0051 0.9429 0.3924  0.370
H: -0.3257 -2.4871 -3.1883  0.427
H: 0.5652 0.0214 2.0899  0.382
H: -2.5682 0.0348 0.4032  0.478
H: -1.0673 0.4028 2.3511  0.363
H: -2.0829 -1.2712 -0.7933  0.340
H: 0.1982 1.6187 1.5137  0.406
H: 0.4992 1.7230 -0.8254  0.416
H: 2.2164 0.1444 -1.3451  0.342

(4)
Density functional theory data (ωB97M-V with the def2-TZVPD basis set) for a 2-piece molecular cluster, C7H14N2 overall.

Its HOMO energy is -8.29 eV. For the lowest unoccupied orbital energy, the calculation gives 0.9 eV. The structure (SMILES) is CCc1c[nH]cn1.CC. The value obtained for the energy above the lowest of the compared OMol25 structures with the same formula, charge and spin is 61.4 kcal per mole. For the orbital gap, the calculation gives 9.179 eV.

Each line ends with the Mulliken charge.
Positions of all 23 atoms, in Å:
N: -0.5710 -0.4695 0.6794  -0.515
N: -2.4088 -0.6417 -0.5922  -0.146
C: -1.6345 -1.1559 0.4894  -0.304
C: 0.2245 2.8969 -0.9390  -1.487
C: 2.9465 -2.0646 1.4523  -0.963
C: 0.5095 1.6287 -0.3078  0.292
C: -0.6124 0.6351 -0.1672  0.316
C: -1.8752 0.5722 -0.8887  -0.433
C: 2.2729 -1.3742 0.2732  -0.527
H: 0.8769 3.8366 -0.5211  0.288
H: -0.6712 3.3343 -0.5769  0.423
H: -2.0111 -2.1371 0.7533  0.363
H: 2.0132 -0.3086 0.5193  -0.039
H: 0.0400 2.8422 -2.0155  0.322
H: 0.8260 1.6829 0.8303  0.237
H: -2.5803 1.2526 -1.4413  0.328
H: 2.6580 -1.1690 -0.7111  0.451
H: 2.4598 -3.0291 1.6013  0.250
H: 1.3240 -1.7616 0.0596  0.227
H: -2.9519 -1.2801 -1.1556  0.233
H: 3.9797 -2.1705 1.3408  0.298
H: 1.3406 1.2370 -0.9621  0.087
H: 2.5684 -1.3814 2.1952  0.298

(5)
Density functional theory data (ωB97M-V with the def2-TZVPD basis set) for one molecule with the formula C7H14N2.

Its HOMO energy is -9.41 eV. For the lowest unoccupied orbital energy, the calculation gives 0.9 eV. The structure (SMILES) is [H]/N=C(/C=C)[C@@H](C)[C@H](C)N. The value obtained for the energy above the lowest of the compared OMol25 structures with the same formula, charge and spin is 17.9 kcal per mole. For the orbital gap, the calculation gives 10.282 eV.

Each line ends with the Mulliken charge.
Positions of all 23 atoms, in Å:
N: -1.9035 0.4937 -1.2589  -0.744
N: 0.7037 1.8296 0.5801  -0.700
C: 2.4602 0.4437 -0.3299  -1.591
C: 0.3147 -1.6124 -0.9906  -1.663
C: 0.0720 -0.4060 -0.0804  0.426
C: -2.3073 -0.1637 0.9144  -0.159
C: -1.3848 0.0066 -0.2094  0.335
C: -2.0630 -0.7584 2.0743  -0.834
C: 0.9781 0.7970 -0.4109  0.484
H: -3.2900 0.2393 0.7076  0.382
H: -2.8291 -0.8387 2.8270  0.276
H: -1.1105 -1.1896 2.3313  0.288
H: -1.2687 0.5996 -2.0479  0.265
H: 0.2863 -0.6836 0.9521  0.265
H: 1.2678 2.6531 0.4011  0.267
H: -0.4348 -2.3770 -0.7937  0.415
H: 0.2428 -1.3284 -2.0392  0.295
H: 2.6903 0.0441 0.6540  0.369
H: 2.7325 -0.2836 -1.0888  0.364
H: -0.2723 2.1050 0.5503  0.235
H: 0.7599 1.1345 -1.4442  0.149
H: 3.0597 1.3384 -0.4846  0.422
H: 1.2961 -2.0432 -0.8136  0.454

(6)
Density functional theory data (ωB97M-V with the def2-TZVPD basis set) for a 2-piece molecular cluster, C7H14N2 overall.

Its HOMO energy is -8.25 eV. For the lowest unoccupied orbital energy, the calculation gives 0.9 eV. The structure (SMILES) is C#CN(C)C.CC(C)=N. The value obtained for the energy above the lowest of the compared OMol25 structures with the same formula, charge and spin is 77.2 kcal per mole. For the orbital gap, the calculation gives 9.104 eV.

Each line ends with the Mulliken charge.
Positions of all 23 atoms, in Å:
N: -0.1020 -1.4536 -0.5893  0.195
N: 1.5166 1.7358 -0.1236  -0.688
C: 1.1660 -2.0143 -0.1691  -0.917
C: 0.3113 1.0990 1.9039  -1.275
C: -0.1999 -0.9836 -1.9596  -0.532
C: -0.2725 -0.6067 -3.0961  -0.071
C: 0.4202 1.7744 0.5632  0.966
C: -0.7429 2.5762 0.0533  -1.160
C: -1.3288 -1.8414 0.0723  -0.914
H: 2.2128 1.1475 0.3436  0.263
H: -2.0301 -2.3084 -0.6275  0.347
H: -0.3256 -0.2724 -4.1047  0.461
H: -1.8110 -0.9562 0.5008  0.243
H: 1.7414 -2.3995 -1.0174  0.347
H: 1.7695 -1.2419 0.3180  0.224
H: -1.6772 2.2249 0.4981  0.327
H: 1.0690 1.5088 2.5766  0.391
H: -0.6773 1.2567 2.3412  0.310
H: 0.4784 0.0260 1.7992  0.247
H: -1.1495 -2.5480 0.8888  0.315
H: -0.8132 2.4837 -1.0340  0.294
H: 1.0357 -2.8329 0.5455  0.304
H: -0.5906 3.6261 0.3170  0.323

(7)
Density functional theory data (ωB97M-V with the def2-TZVPD basis set) for one molecule with the formula C7H14N2.

Its HOMO energy is -8.06 eV. For the lowest unoccupied orbital energy, the calculation gives 0.9 eV. The structure (SMILES) is CC1(C)C(N)=C[C@]1(C)N. The value obtained for the energy above the lowest of the compared OMol25 structures with the same formula, charge and spin is 19.7 kcal per mole. For the orbital gap, the calculation gives 8.923 eV.

Each line ends with the Mulliken charge.
Positions of all 23 atoms, in Å:
N: 1.8100 -0.5384 1.2702  -0.652
N: -2.4879 -1.0613 0.0135  -0.535
C: -1.1261 -0.8724 0.0500  0.147
C: 1.8395 -0.4782 -1.1253  -1.773
C: 0.9556 -0.5675 0.1128  1.291
C: -0.3629 0.4256 0.0690  1.557
C: -0.5303 1.2491 1.3401  -1.795
C: -0.5549 1.3082 -1.1575  -1.872
C: -0.0580 -1.6786 0.1231  -1.419
H: -1.4929 1.7598 1.3332  0.421
H: -0.5496 0.7197 -2.0719  0.371
H: -1.5074 1.8370 -1.0989  0.474
H: 0.2354 2.0544 -1.2194  0.371
H: 2.3055 0.5029 -1.1986  0.382
H: 1.2683 -0.6706 -2.0280  0.359
H: 2.3105 0.3391 1.3456  0.247
H: -3.0196 -0.3034 -0.3857  0.226
H: -2.7915 -1.9731 -0.2933  0.256
H: 0.2516 2.0053 1.4141  0.376
H: 1.2951 -0.7081 2.1244  0.303
H: 0.0755 -2.7417 0.1994  0.430
H: -0.4931 0.6167 2.2245  0.400
H: 2.6272 -1.2245 -1.0415  0.435

(8)
Density functional theory data (ωB97M-V with the def2-TZVPD basis set) for an isolated ion of composition C7H14N2 and charge +2.

Its HOMO energy is -20.19 eV. For the lowest unoccupied orbital energy, the calculation gives -10.5 eV. The net charge is +2. The value obtained for the energy above the lowest of the compared OMol25 structures with the same formula, charge and spin is 37.8 kcal per mole. For the orbital gap, the calculation gives 9.693 eV.

Each line ends with the Mulliken charge.
Positions of all 23 atoms, in Å:
N: -0.2505 -1.2104 -0.4746  0.099
N: -0.1807 0.2419 1.2433  0.144
C: 0.0297 -0.0084 -0.9098  0.784
C: 0.1226 0.9359 0.1813  0.841
C: -0.4335 -2.4132 -1.2589  -0.889
C: -0.0675 0.7234 2.5455  -1.055
C: 0.3629 0.1773 -2.2678  -1.356
C: 0.3336 2.3972 0.1687  -1.766
C: -0.3979 -1.2266 0.9508  -0.629
H: -0.1613 -3.2905 -0.8115  0.435
H: 1.4086 0.6782 -2.4594  0.382
H: 1.2521 2.7576 0.4702  0.486
H: 0.2149 -2.3809 -2.1176  0.313
H: 0.5611 -0.6550 -2.7859  0.346
H: -1.4118 -2.7381 -1.4862  0.412
H: 0.8358 1.1631 2.8242  0.468
H: -0.8468 1.4509 2.9541  0.374
H: -0.2686 -0.0016 3.2597  0.463
H: -1.3117 -1.6301 1.2117  0.446
H: -0.3340 2.9080 0.7153  0.497
H: -0.3953 0.9403 -2.7848  0.373
H: 0.4672 2.9315 -0.7598  0.416
H: 0.4713 -1.7506 1.5914  0.415

(9)
Density functional theory data (ωB97M-V with the def2-TZVPD basis set) for an isolated ion of composition C7H14N2 and charge +2.

Its HOMO energy (alpha / beta) is -19.36 / -18.28 eV. For the lowest unoccupied orbital energy (alpha / beta), the calculation gives -9.4 / -10.3 eV. The net charge is +2. The value obtained for the energy above the lowest of the compared OMol25 structures with the same formula, charge and spin is 151.0 kcal per mole. For the orbital gap (alpha / beta), the calculation gives 10.011 / 7.992 eV.

Each line ends with the Mulliken charge.
Positions of all 23 atoms, in Å:
N: 0.8010 0.1963 0.9781  0.442
N: -1.0629 -0.6118 -1.7939  0.083
C: 1.7523 -0.3871 0.1029  -0.576
C: 0.8026 -0.5612 2.2582  -1.099
C: -1.4044 -0.0478 -0.4587  -0.131
C: 1.2788 1.6090 1.2219  -0.977
C: -2.2024 -0.5075 -2.7171  -0.760
C: -0.7196 0.3388 0.5518  -0.356
C: 0.0172 -1.2550 -1.9918  0.062
H: -3.1552 -0.8873 -2.2399  0.315
H: 1.7887 -0.5563 2.8867  0.369
H: -2.1342 -1.0691 -3.6946  0.354
H: 0.0252 -0.1812 2.8062  0.488
H: -1.3717 0.6362 1.3857  0.326
H: 0.5311 -1.6153 2.1055  0.477
H: 2.4822 0.1762 -0.5123  0.365
H: -2.5082 0.0640 -0.2313  0.306
H: 0.4106 -1.4677 -2.9603  0.355
H: 2.3576 1.7022 1.3393  0.403
H: 0.7557 1.9741 2.1637  0.365
H: -2.0325 0.6171 -2.8798  0.382
H: 2.0068 -1.3877 0.4606  0.340
H: 0.9093 2.0739 0.2816  0.469

(10)
Density functional theory data (ωB97M-V with the def2-TZVPD basis set) for one molecule with the formula C7H14N2O.

Its HOMO energy is -8.56 eV. For the lowest unoccupied orbital energy, the calculation gives 0.8 eV. The structure (SMILES) is C[C@H]1ON2NC(C)(C)[C@]12C. The value obtained for the energy above the lowest of the compared OMol25 structures with the same formula, charge and spin is 119.1 kcal per mole. For the orbital gap, the calculation gives 9.396 eV.

Each line ends with the Mulliken charge.
Positions of all 24 atoms, in Å:
O: -0.3123 2.0277 0.6075  -0.401
N: 0.3594 1.6210 -0.5976  -0.197
N: -0.5547 1.1533 -1.5388  -0.454
C: -0.6289 -0.2737 -0.9731  1.361
C: 1.8452 -0.4190 -0.0005  -1.603
C: -1.9549 -0.6846 -0.3710  -1.811
C: -0.0932 0.8374 1.2750  0.147
C: 0.8180 0.9516 2.4623  -1.451
C: 0.4497 0.2421 0.0094  0.936
C: -0.2020 -1.2993 -1.9529  -1.642
H: 2.5581 0.1311 0.6187  0.404
H: -1.4563 1.7054 -1.5123  0.356
H: 0.3435 -2.1816 -1.5510  0.365
H: 0.7837 -0.0346 3.0593  0.282
H: 1.9092 1.2439 2.0405  0.264
H: 0.5849 -1.1585 -2.6412  0.520
H: -2.5871 -1.0147 -1.2240  0.477
H: -1.0612 0.4723 1.6530  0.276
H: -1.7570 -1.4733 0.2412  0.411
H: 1.7912 -1.4559 0.4168  0.256
H: 2.0533 -0.4099 -1.0672  0.401
H: -1.1417 -1.8269 -2.4242  0.221
H: -2.2062 0.0972 0.2817  0.510
H: 0.4594 1.7490 3.1883  0.372